Entry 1:
The following is a quantum chemistry calculation of C52H78CaN2O45 as an isolated structure in a non-equilibrium geometry, from the OMol25 dataset.

Output
HOMO-LUMO gap: 8.733 eV

XYZ file:
```
178
Properties=species:S:1:pos:R:3:forces:R:3:lowdin_charge:R:1
Ca 0.55212 4.36266 -14.75393 0.4 0.3 -0.1 1.4766
N 3.21724 3.66524 -15.95674 -1.0 -0.4 0.3 -0.6498
O 2.59488 4.65222 -16.27665 -0.9 4.1 -1.7 -0.0659
O 2.57010 2.90990 -15.25385 -0.5 -3.1 2.2 -0.0763
O 4.33663 3.44290 -16.32626 2.4 -0.6 -0.8 0.0272
N 0.79512 6.40002 -12.69071 -2.3 -0.5 0.8 -0.6294
O 1.61263 6.27378 -13.56800 4.5 0.7 -1.9 -0.0923
O 0.90213 7.03712 -11.66436 0.9 0.7 0.5 0.0468
O -0.24359 5.78143 -12.94871 -2.7 -1.2 0.7 -0.1180
C -3.34543 3.97899 -20.39992 0.9 -1.1 1.0 0.0162
C -2.74711 2.98710 -19.26824 -1.6 1.5 -2.3 -0.2570
C -1.61028 2.12267 -19.77746 -0.4 0.0 0.1 -0.0465
O -0.61740 2.39008 -18.79799 2.1 -1.8 -0.6 0.0926
C -0.95232 3.31365 -17.96841 1.5 2.0 2.5 -0.5474
O -0.24346 3.72844 -17.03917 -1.6 -1.0 -2.2 0.0424
O -2.12407 3.80355 -18.31934 -0.5 1.4 1.7 0.1022
H -3.54135 3.39765 -21.30089 -0.4 0.1 0.1 0.0789
H -2.58314 4.70333 -20.68687 0.4 -0.3 0.1 0.0675
H -4.17473 4.61546 -20.09122 -0.3 -0.6 0.2 0.0734
H -3.48712 2.37293 -18.75513 -0.3 0.2 -0.1 0.1500
H -1.27439 2.46953 -20.75469 0.1 -0.4 0.0 0.1208
H -1.82680 1.05750 -19.69615 0.1 0.1 -0.6 0.1437
C 2.04306 4.89512 -20.01806 -0.8 1.0 -0.6 0.0157
C 1.67350 4.83771 -21.53323 1.1 0.2 2.1 -0.3055
C 2.17267 3.64919 -22.28511 0.5 0.1 0.1 -0.0895
O 1.05369 3.29236 -23.08308 -0.2 -0.6 -1.0 0.0933
C -0.06168 3.88238 -22.60905 -1.5 -0.8 -0.9 -0.5618
O -1.21149 3.65951 -22.93798 2.1 0.2 0.3 0.1296
O 0.28302 4.75020 -21.68390 -1.3 1.1 1.3 0.0952
H 1.61956 4.13526 -19.36130 0.0 -0.5 -0.5 0.0815
H 1.56194 5.81326 -19.68094 0.2 0.1 0.3 0.0651
H 3.10192 5.00699 -19.78484 0.1 -0.1 -0.4 0.0712
H 1.99198 5.76105 -22.01710 0.1 0.1 0.0 0.1559
H 2.44562 2.81011 -21.64517 0.0 -0.1 -0.1 0.1275
H 3.03240 4.01835 -22.84431 -0.1 -0.7 -0.6 0.1398
C 4.26473 0.77848 -12.21075 -1.1 -0.1 -0.1 0.0152
C 2.91618 0.19112 -12.75204 2.8 0.1 -0.5 -0.2320
C 3.22352 -0.77478 -13.94191 0.2 1.8 -0.2 -0.0681
O 2.35688 -1.83550 -13.65325 0.0 -2.1 -3.2 0.0899
C 1.87660 -1.81247 -12.45303 0.1 0.6 1.6 -0.6609
O 1.19197 -2.61817 -11.91333 -0.8 -1.1 -0.2 0.1499
O 2.27723 -0.71994 -11.85144 0.3 2.0 1.4 0.0996
H 4.60004 1.54219 -12.91248 0.0 0.0 -0.2 0.0845
H 5.06058 0.03836 -12.12746 -0.2 -0.1 0.1 0.0788
H 4.13502 1.31421 -11.27039 -0.1 -0.2 0.1 0.0660
H 2.27597 1.03491 -13.00945 -0.4 -0.3 0.0 0.1201
H 4.26066 -1.06426 -14.11120 0.2 -0.6 1.2 0.1348
H 3.06635 -0.34787 -14.93244 -1.1 0.2 0.1 0.1105
C 4.45442 1.48353 -19.61976 0.9 0.7 0.8 -0.0188
C 3.54750 0.43246 -19.08921 0.5 -0.2 -0.2 -0.3315
C 2.60499 0.85806 -17.97963 1.3 1.0 -0.2 -0.0634
O 1.35002 0.34640 -18.40878 -0.6 -0.1 1.0 0.0802
C 1.42531 -0.02460 -19.68960 -1.8 -1.1 -1.0 -0.5677
O 0.52371 -0.45037 -20.39191 1.0 1.0 1.5 0.1284
O 2.66111 0.09395 -20.10703 0.1 -0.7 -2.1 0.1056
H 5.19362 1.51782 -18.81943 0.7 0.5 -0.3 0.0771
H 4.02104 2.48040 -19.70062 -0.4 0.0 0.1 0.0716
H 4.90421 1.25783 -20.58663 0.1 -0.4 0.2 0.0936
H 4.16252 -0.43541 -18.85118 -0.2 -0.3 0.1 0.1628
H 2.66441 1.94612 -18.00589 -0.9 0.2 0.2 0.1189
H 2.96709 0.59592 -16.98550 -0.8 -0.5 0.0 0.1268
C -2.74505 -1.49765 -14.21051 -1.9 -0.1 0.5 -0.0304
C -1.35677 -1.03400 -14.13389 0.2 -0.1 0.9 -0.3055
C -0.61812 -1.19652 -15.45408 0.0 0.2 1.1 -0.0347
O 0.02585 0.08345 -15.60382 0.6 0.1 0.3 0.0954
C -0.38635 0.91315 -14.62805 0.5 2.8 -0.7 -0.5232
O -0.07830 2.09066 -14.49342 -0.1 -2.2 -0.6 0.0202
O -1.28731 0.37566 -13.85841 -1.0 -0.2 0.2 0.1115
H -3.24794 -1.20509 -13.28877 -0.2 0.0 0.1 0.0930
H -2.87596 -2.57823 -14.26801 0.5 -0.1 -0.1 0.1066
H -3.31411 -1.07256 -15.03731 0.2 0.1 -0.2 0.0818
H -0.93056 -1.38296 -13.19332 0.6 -1.1 -0.6 0.1569
H -1.34707 -1.33827 -16.25198 0.3 0.0 -0.2 0.1393
H 0.07471 -2.02938 -15.33385 0.3 0.3 -0.6 0.1436
C 7.39808 2.22749 -17.11647 0.0 0.0 -1.9 -0.0341
C 8.45085 2.16897 -16.02723 -1.7 0.1 -0.8 -0.2733
C 8.19729 3.24858 -14.95051 0.6 -0.9 -0.6 -0.0784
O 7.62447 2.50655 -13.90648 -0.3 -1.0 1.1 0.0528
C 7.65117 1.16721 -14.12785 -0.4 0.2 -0.7 -0.5045
O 7.22964 0.35354 -13.36075 0.6 0.3 -0.7 0.1481
O 8.11959 0.91920 -15.40914 0.4 0.0 2.3 0.0541
H 6.35305 2.11148 -16.82912 0.2 0.2 0.9 0.0687
H 7.55253 1.40518 -17.81508 0.3 -0.3 0.0 0.0839
H 7.42389 3.10400 -17.76388 0.3 0.4 0.3 0.0689
H 9.46691 2.12160 -16.41895 -0.1 0.1 0.1 0.1567
H 7.43680 3.95626 -15.28060 0.5 0.4 0.0 0.1331
H 9.15060 3.64147 -14.59704 -0.3 0.6 -0.1 0.1394
C 3.72603 7.66355 -17.99352 -0.8 -1.5 0.8 0.0018
C 4.09711 7.53803 -16.49353 1.5 1.7 -1.9 -0.2677
C 5.35099 6.70320 -16.16171 -2.0 -0.5 0.2 -0.0733
O 6.26361 7.61463 -15.54942 0.4 -2.2 -0.1 0.1041
C 5.81212 8.84038 -15.59554 -1.1 0.9 -0.8 -0.6031
O 6.40140 9.78634 -15.18360 -0.3 0.3 0.0 0.1634
O 4.58603 8.86628 -16.22999 0.7 1.1 1.4 0.0300
H 2.80571 8.24023 -18.08597 0.2 0.2 -0.1 0.0685
H 3.48635 6.66930 -18.37050 -0.1 -0.1 0.0 0.0492
H 4.53778 8.04617 -18.61221 0.1 0.3 0.4 0.0922
H 3.31378 7.30907 -15.77100 -0.4 0.0 -0.5 0.1387
H 5.76065 6.13301 -16.99547 0.3 0.3 0.1 0.1251
H 4.83654 6.03776 -15.46843 1.4 -0.6 0.5 0.1090
C 4.68198 4.94073 -12.27112 0.6 1.1 -0.7 0.0169
C 5.08556 4.94801 -10.80366 1.0 -0.4 -2.7 -0.3288
C 4.14488 5.56912 -9.88673 -1.6 2.2 0.4 -0.1182
O 3.98502 4.65839 -8.83243 -0.1 -2.3 0.7 0.0828
C 4.40975 3.42874 -9.30628 1.8 1.6 -0.2 -0.5591
O 4.47291 2.36937 -8.79652 -1.5 -1.0 1.7 0.1657
O 5.04570 3.60819 -10.45852 -0.1 -1.5 0.2 0.0810
H 3.71244 4.50429 -12.51113 -0.1 0.0 0.6 0.0727
H 5.41000 4.39971 -12.87560 0.2 0.0 0.2 0.0830
H 4.67944 5.96636 -12.64014 0.0 0.1 -0.1 0.0640
H 6.10973 5.27921 -10.63198 0.1 0.3 -0.3 0.1709
H 3.17441 5.71841 -10.35999 -0.2 0.1 0.0 0.1337
H 4.51086 6.52300 -9.50691 -0.1 -0.1 0.2 0.1356
C -0.12490 0.43411 -9.46283 0.6 -1.4 -0.4 -0.0265
C -0.30182 1.80755 -9.96266 0.4 0.2 0.5 -0.3303
C 0.55092 2.82216 -9.20851 0.0 0.6 -0.1 -0.0355
O 1.16128 3.58867 -10.24810 0.5 1.2 0.0 0.0975
C 1.05777 2.99891 -11.39951 -0.6 -0.6 -2.4 -0.4932
O 1.58867 3.35216 -12.45127 -1.1 -0.7 2.0 0.0597
O 0.20963 1.90537 -11.29813 0.5 0.9 -0.6 0.0776
H -0.44940 0.31963 -8.42857 0.1 0.0 0.0 0.1019
H 0.91555 0.14577 -9.61254 0.2 -0.1 0.5 0.0953
H -0.66161 -0.26562 -10.10348 -0.3 -0.1 0.2 0.0885
H -1.37051 2.00690 -9.88347 0.0 0.7 -0.6 0.1516
H 1.43281 2.44268 -8.69241 -0.6 -0.5 0.6 0.1431
H -0.07626 3.50391 -8.63409 0.4 -0.1 0.3 0.1462
C 3.20192 11.15488 -12.20988 1.3 -0.8 -0.6 -0.0083
C 3.25261 9.69055 -11.74581 -1.0 1.1 -1.1 -0.2725
C 3.98205 8.72743 -12.67704 0.4 -0.9 0.3 -0.0613
O 5.22208 8.54697 -12.00534 1.6 -0.5 -0.2 0.0716
C 5.10388 8.92106 -10.74622 3.2 -0.1 2.0 -0.6347
O 5.89580 8.74238 -9.83450 -0.6 -0.5 -1.5 0.1143
O 4.06173 9.65081 -10.57357 -3.0 1.0 0.7 0.1192
H 4.22449 11.39118 -12.50417 0.4 0.4 0.5 0.0887
H 2.85738 11.81546 -11.41425 -0.1 0.0 -0.3 0.0884
H 2.74126 11.27482 -13.19044 -0.9 -0.1 0.4 0.0853
H 2.23163 9.34935 -11.57469 0.2 -0.3 0.5 0.1388
H 4.21963 9.04934 -13.69095 -0.4 0.2 0.1 0.1235
H 3.61968 7.70013 -12.63878 -1.1 0.4 -0.6 0.0995
C -5.54547 2.52961 -12.44950 1.0 0.4 0.1 -0.0047
C -4.10422 2.26333 -13.07293 -2.8 -0.2 -1.0 -0.2541
C -4.27601 1.97635 -14.58569 -1.6 -1.5 0.7 -0.0993
O -3.34358 2.78767 -15.23459 -0.2 -1.1 -1.4 0.1171
C -2.78273 3.57985 -14.36750 2.7 2.4 0.2 -0.5246
O -1.86772 4.34613 -14.65836 -2.3 -1.5 0.8 0.0403
O -3.33312 3.44143 -13.15554 0.8 0.7 0.9 0.1245
H -5.46786 3.18155 -11.57941 0.2 -0.2 0.1 0.0808
H -6.09586 1.63829 -12.14831 0.5 -0.3 0.0 0.0805
H -6.23149 3.04407 -13.12240 0.4 0.1 -0.4 0.0762
H -3.59499 1.44717 -12.56040 0.3 0.4 0.1 0.1413
H -5.29913 2.18928 -14.89548 0.1 0.7 -0.2 0.1270
H -4.20532 0.91444 -14.82124 0.8 0.1 -0.1 0.1119
C -2.34342 9.73871 -18.17124 -0.2 -0.9 0.6 -0.0103
C -1.70213 8.32702 -18.35878 0.6 2.4 0.6 -0.2815
C -0.27436 8.36191 -18.88195 -0.9 -0.2 -1.7 -0.1161
O 0.37632 7.35776 -18.13741 0.7 -0.6 1.1 0.0378
C -0.30234 7.14247 -16.95668 0.0 -0.5 0.0 -0.4520
O 0.05391 6.47234 -16.00947 -0.4 1.4 -2.1 0.0832
O -1.47367 7.79115 -17.06091 -0.5 -0.7 1.3 0.0952
H -3.28583 9.54912 -17.65741 -0.4 0.2 -0.4 0.0812
H -2.47680 10.33201 -19.07585 -0.1 -0.4 -0.2 0.0849
H -1.83130 10.38306 -17.45665 0.7 -0.3 -0.1 0.0875
H -2.35213 7.66891 -18.93539 0.1 -0.1 0.1 0.1532
H 0.23574 9.32497 -18.90257 0.0 0.0 0.9 0.1387
H -0.34826 8.09780 -19.93688 0.5 -0.5 -0.1 0.1329
C 7.44686 3.08145 -21.69210 -0.6 0.1 0.7 -0.0162
C 7.76660 4.45916 -21.11832 0.8 -1.3 -0.2 -0.2997
C 6.82083 4.96379 -20.05960 -1.7 -0.1 -1.5 -0.1224
O 7.61922 5.43046 -19.01403 -0.6 1.0 1.1 0.0809
C 8.85934 5.01302 -19.15515 4.3 -1.5 1.6 -0.5134
O 9.81373 5.11001 -18.35249 -3.8 0.0 -2.8 0.1081
O 8.95383 4.28572 -20.31439 0.6 0.9 0.0 0.0693
H 6.50727 3.10639 -22.24405 0.0 0.1 -0.2 0.0829
H 7.28941 2.42577 -20.83571 0.0 -0.2 0.0 0.0750
H 8.22965 2.64591 -22.31311 0.0 0.4 0.0 0.0927
H 7.90489 5.14113 -21.95731 0.4 0.4 0.3 0.1524
H 6.13262 4.16719 -19.77694 0.2 -0.2 0.7 0.1190
H 6.16894 5.73387 -20.47206 0.2 0.5 0.4 0.1372
```
Forces are in eV/Å.

=====

Entry 2:
The following is a quantum chemistry calculation of one molecule with the formula C6H10N2 in a non-equilibrium geometry, from the OMol25 dataset.

Output
energy above the lowest of the compared OMol25 structures with the same formula, charge and spin: 2.837 eV
HOMO-LUMO gap (spin up / spin down): 7.752 / 7.753 eV

XYZ file:
```
18
Properties=species:S:1:pos:R:3:forces:R:3:lowdin_charge:R:1
C -0.32239 -1.11277 -1.34080 -2.5 0.3 1.9 -0.0455
C 0.10073 0.10479 2.37588 -0.2 0.4 0.1 -0.0348
C 1.74060 0.47520 -0.84842 2.0 -0.4 -1.4 -0.2506
C 0.17022 0.12589 0.87765 1.2 1.2 0.4 -0.3342
N 1.99261 1.41577 -1.74589 -0.3 0.5 0.3 0.0773
C -2.17956 -0.41787 0.31880 0.4 0.2 -0.2 0.0472
N 1.21445 0.61145 0.27976 -1.3 -0.3 1.5 0.1020
C -0.87126 -0.41166 0.05484 0.1 -1.6 -2.8 -0.2587
H 2.65143 1.23329 -2.48263 -0.2 -0.1 0.0 0.0855
H 1.66819 2.37250 -1.65236 0.0 0.0 0.0 0.0996
H -0.12064 -0.40855 -2.14538 0.4 0.0 0.3 0.0542
H -1.21865 -1.64739 -1.66297 0.0 -0.1 -0.1 0.0544
H 0.42666 -1.87723 -1.15322 0.4 0.4 -0.1 0.0715
H 0.86680 0.72756 2.83141 0.2 0.0 -0.2 0.0751
H 0.21558 -0.90895 2.75219 0.0 -0.2 0.0 0.0814
H -0.85667 0.48081 2.73867 -0.1 -0.1 0.0 0.0670
H -2.88591 -0.87370 -0.35871 0.0 0.0 -0.1 0.0549
H -2.59221 0.11086 1.16117 0.0 -0.1 0.3 0.0539
```
Forces are in eV/Å.

=====

Entry 3:
The following is a quantum chemistry calculation of a 11-piece molecular cluster, C7H32O10 overall in a non-equilibrium geometry, from the OMol25 dataset.

Output
energy above the lowest of the compared OMol25 structures with the same formula, charge and spin: 5.787 eV
structure (SMILES): C=C(C)C(=C)CC.O.O.O.O.O.O.O.O.O.O
HOMO-LUMO gap: 8.283 eV

XYZ file:
```
49
Properties=species:S:1:pos:R:3:forces:R:3:lowdin_charge:R:1
C -1.06217 -1.71279 -4.11910 -0.5 -1.5 -1.6 -0.1041
C 0.46276 -1.83052 -3.93354 -1.9 -3.0 3.1 -0.2257
C 1.11107 -0.63843 -3.40022 0.4 2.9 0.6 -0.2596
C 0.55412 0.58717 -3.53633 -1.9 -3.7 -2.1 0.0778
C 3.05688 0.38301 -2.26473 1.2 -0.2 0.5 0.0440
C 2.38725 -0.69883 -2.61425 -0.4 -0.8 -0.8 -0.3483
C 2.70770 -2.05415 -2.07505 -3.1 1.1 1.1 -0.0555
H -1.62415 -2.42357 -3.51670 0.2 0.2 0.5 0.0655
H -1.14516 -2.16582 -5.10179 -0.8 0.0 -0.5 0.0620
H -1.67272 -0.81573 -4.17697 0.8 0.4 0.3 0.0668
H 0.52031 -2.82615 -3.24202 0.2 2.5 -0.6 0.1443
H 0.87059 -2.37939 -4.73952 0.9 0.6 -1.6 0.0922
H -0.35380 0.81433 -4.09291 -0.1 -0.8 0.1 0.0758
H 0.93706 1.47550 -3.30141 2.1 3.0 1.6 0.0153
H 2.62676 1.32832 -2.43053 -0.1 1.1 -0.4 0.0375
H 4.05432 0.38505 -1.80822 -0.6 -0.3 0.1 0.0740
H 2.79254 -2.84728 -2.77172 0.1 -0.7 -0.8 0.0592
H 3.58537 -1.92950 -1.48175 0.3 -0.6 1.0 0.0682
H 1.61303 -2.20217 -1.53131 3.2 -0.4 -0.6 0.1245
H 0.24216 0.98274 1.42220 3.4 2.9 -0.2 -0.0114
H -0.05456 -0.37226 1.98653 -0.4 1.1 -1.2 0.0658
O -0.44770 0.41609 1.50409 -3.1 -3.6 2.5 -0.0623
H 1.44159 4.37059 2.17937 -0.7 0.2 -0.9 0.0477
H 0.48958 3.60047 3.17816 -3.8 -1.2 -0.1 -0.0147
O 1.29769 3.95369 3.01176 4.4 1.2 1.0 0.0112
H -2.54881 2.35852 -2.10582 -7.5 -7.3 0.7 -0.1175
H -1.07386 2.53741 -1.71175 -2.6 0.3 -1.1 0.0733
O -1.92219 2.90495 -2.14519 9.9 7.2 0.1 -0.0150
H -0.50655 0.02873 -0.40824 -2.2 1.8 -1.5 0.0715
H -1.86877 0.87071 -0.27779 1.8 -0.6 -1.3 0.0748
O -1.16091 0.62541 -0.96856 0.3 -1.3 2.5 -0.1537
H 0.18146 -2.47144 0.52820 0.7 0.0 -0.4 0.0689
H 1.49862 -1.52164 0.33812 -0.2 -0.7 -0.3 0.0401
O 0.69491 -1.71599 0.82918 -0.1 0.1 0.5 -0.0484
H -3.39255 -0.10900 4.42046 0.0 -0.2 -0.7 0.0565
H -2.66684 -0.86650 3.35063 0.1 -0.3 0.0 0.0223
O -3.44892 -0.33596 3.47638 -1.7 0.0 0.1 -0.0683
H 0.34686 -3.37957 4.09685 0.9 -3.9 1.8 -0.0180
H 0.16463 -1.96584 4.38654 -0.1 1.7 1.7 -0.0046
O 0.16019 -2.59505 3.71186 -1.0 2.3 -3.4 0.0230
H -1.29035 0.46812 3.33790 0.2 0.5 1.1 0.0365
H -1.29467 1.00263 4.86182 0.1 0.4 -0.3 0.0558
O -1.29139 0.22707 4.30198 1.5 -0.2 -0.2 -0.0855
H -4.25469 2.61892 1.85686 -2.3 0.7 -0.1 0.0087
H -3.46448 1.56143 2.63361 -0.8 -3.9 3.4 -0.0798
O -3.45218 2.20958 2.02976 3.1 3.1 -3.5 0.0244
H 2.32540 2.09563 3.40541 0.3 2.0 0.3 -0.0117
H 1.71798 0.81718 3.81476 -0.5 -0.7 0.8 0.0170
O 2.15661 1.23437 3.09295 0.1 -1.4 -1.2 -0.0203
```
Forces are in eV/Å.